Entry 1:
ORCA calculation (ωB97M-V with the def2-TZVPD basis set) on a 6-piece molecular cluster, C55H64ClN2O10Si overall in a non-equilibrium geometry.

Structure (XYZ):
```
133
Properties=species:S:1:pos:R:3
C 0.18806 1.63201 1.20879
Si 0.94342 1.05343 -0.50637
C 2.83629 1.48138 -0.48841
C 0.05010 1.90717 -2.02861
C -0.05919 3.55945 -1.78917
C -1.44716 4.06294 -2.44464
C -2.40093 5.05403 -1.59880
C -1.85821 5.60902 -0.16983
C -2.00930 4.45602 1.03076
C -3.36083 4.63788 1.94221
C -3.77682 3.26667 2.79873
C -4.86046 2.31288 2.01898
C -5.39696 1.27885 3.17694
C -5.40570 -0.30179 2.74034
C -6.81623 -0.77512 1.98876
C -6.66172 -0.97449 0.36848
C -6.83773 -2.54154 -0.14044
N -6.36374 -2.54199 -1.60759
C -4.14553 1.70167 0.67610
N -4.61743 2.28032 -0.47655
C -5.72800 3.32076 -0.24788
C -6.18397 3.00990 1.30334
Cl -7.17394 4.26261 2.24412
C 0.70802 -0.89241 -0.51177
C -0.56216 -1.67725 -1.18621
C -0.67833 -3.33925 -1.08242
C 0.49287 -4.19470 -0.27748
C 1.81679 -3.43501 0.39804
C 1.85414 -1.79316 0.24874
H 0.58552 1.00455 2.11484
H 0.41723 2.79772 1.32391
H -0.98985 1.48757 1.08782
H 3.49753 0.69649 0.07649
H 2.99566 2.52648 0.05084
H 3.28243 1.58836 -1.57746
H -0.99561 1.38572 -2.09908
H 0.74689 1.70323 -2.97433
H 0.09152 3.71054 -0.64419
H 0.83345 4.01415 -2.43387
H -2.10946 3.12796 -2.77991
H -1.17747 4.61322 -3.46945
H -2.61761 6.01088 -2.27932
H -3.46565 4.53158 -1.47576
H -2.50601 6.52081 0.19178
H -0.73054 5.95999 -0.15457
H -1.08673 4.60145 1.77394
H -1.92190 3.38378 0.55384
H -4.28608 5.07476 1.37354
H -3.08619 5.43870 2.78382
H -4.30950 3.60979 3.81094
H -2.82150 2.62961 3.10113
H -4.76067 1.34841 4.18012
H -6.50998 1.54922 3.50468
H -4.44951 -0.65284 2.14385
H -5.38383 -0.92879 3.75668
H -7.26650 -1.76612 2.47511
H -7.58090 0.10888 2.17039
H -7.46509 -0.29069 -0.18864
H -5.61049 -0.62276 -0.02992
H -6.11645 -3.22808 0.48980
H -7.97323 -2.85433 -0.05396
H -5.31381 -2.43174 -1.52393
H -6.67384 -1.63299 -2.05600
H -3.31282 0.87761 0.70885
H -4.27052 2.02479 -1.42752
H -6.53264 3.17817 -1.09219
H -5.42533 4.46840 -0.38257
H -6.92563 2.08762 1.17046
H -1.39042 -1.03936 -1.72600
H -1.62171 -3.88782 -1.55913
H 0.39571 -5.37678 -0.17079
H 2.65386 -4.05771 0.97460
H 2.79833 -1.25688 0.74538
C 6.74307 2.66281 -0.54366
C 7.78242 2.84908 0.27572
C 7.94309 4.10413 1.03616
O 8.89513 4.27626 1.78482
C 6.91047 5.14409 0.85738
C 5.87112 4.95782 0.03799
C 5.71045 3.70278 -0.72244
O 4.75841 3.53064 -1.47111
H 6.61062 1.74860 -1.10928
H 8.54781 2.09564 0.41823
H 7.04292 6.05831 1.42299
H 5.10573 5.71127 -0.10452
C -0.31114 -7.57494 2.72067
C -0.73219 -7.56772 3.98912
C -2.02529 -6.96201 4.36361
O -2.41054 -6.95318 5.52465
C -2.83532 -6.36639 3.28246
C -2.41427 -6.37361 2.01400
C -1.12117 -6.97932 1.63952
O -0.73592 -6.98815 0.47848
H 0.63497 -8.01436 2.42908
H -0.14994 -8.00118 4.79343
H -3.78144 -5.92696 3.57405
H -2.99652 -5.94015 1.20970
C 8.51897 -2.17380 1.23903
C 9.32411 -3.00314 1.91005
C 10.69186 -2.60040 2.29250
O 11.43018 -3.35956 2.90493
C 11.13457 -1.24589 1.90636
C 10.32943 -0.41654 1.23534
C 8.96168 -0.81928 0.85289
O 8.22336 -0.06012 0.24046
H 7.51326 -2.45372 0.95019
H 9.01388 -3.99954 2.20118
H 12.14028 -0.96596 2.19520
H 10.63966 0.57986 0.94421
C -8.88103 2.63997 -5.28390
C -8.07589 1.81062 -4.61289
C -6.70814 2.21336 -4.23043
O -5.96982 1.45420 -3.61800
C -6.26543 3.56788 -4.61658
C -7.07057 4.39722 -5.28759
C -8.43832 3.99448 -5.67005
O -9.17664 4.75364 -6.28248
H -9.88674 2.36004 -5.57275
H -8.38612 0.81422 -4.32175
H -5.25972 3.84780 -4.32773
H -6.76034 5.39362 -5.57873
C 10.19672 -6.19302 -1.63584
C 9.86622 -5.83777 -0.39049
C 8.45795 -5.81583 0.05166
O 8.15438 -5.48889 1.19072
C 7.42979 -6.20302 -0.93464
C 7.76029 -6.55827 -2.17999
C 9.16857 -6.58021 -2.62214
O 9.47213 -6.90716 -3.76120
H 11.22470 -6.21377 -1.97654
H 10.60874 -5.55184 0.34485
H 6.40181 -6.18228 -0.59394
H 7.01778 -6.84420 -2.91533
```

Computed properties:
Orbital gap in eV: 5.85
LUMO in eV: -4.3956
Net charge: +1
E_HOMO in eV: -10.2449

Entry 2:
ORCA calculation (ωB97M-V with the def2-TZVPD basis set) on C55H66NO4S2SeTi as an isolated structure in a non-equilibrium geometry.

Structure (XYZ):
```
130
Properties=species:S:1:pos:R:3
Ti 0.80303 -1.14351 1.01119
C -2.24304 5.59260 -0.11178
C -0.90059 5.70818 0.62951
C 0.13144 6.36740 -0.29625
C -1.10398 6.61201 1.84541
C -0.43719 4.30668 1.02660
C -0.17937 3.35623 0.04212
C 0.10829 2.05465 0.39152
Se 0.46439 0.73071 -0.96704
C -1.37024 0.19330 -1.23423
C -2.14360 0.91136 -2.12135
C -3.48408 0.59480 -2.30978
C -3.96569 -0.48230 -1.57750
C -3.21532 -1.25225 -0.68286
C -1.85102 -0.90550 -0.46691
O -1.03893 -1.52531 0.34948
C -3.98082 -2.41153 -0.00779
C -5.16219 -1.84029 0.79177
C -3.13793 -3.24166 0.96062
C -4.50472 -3.36598 -1.09456
C -4.34442 1.41283 -3.27290
C -5.78724 0.91292 -3.33861
C -3.74529 1.33988 -4.68558
C -4.36850 2.87918 -2.81130
C 0.12951 1.60091 1.73546
O 0.17966 0.31920 1.97526
C 0.07343 2.60152 2.73607
C -0.26417 3.89756 2.34318
C 0.35947 2.36289 4.23166
C 0.99089 1.00070 4.54865
C 1.36711 3.42542 4.70741
C -0.94490 2.49408 5.03025
H -2.61972 6.58298 -0.39199
H -2.98445 5.10308 0.52432
H -2.13828 4.99543 -1.02061
H -0.18406 7.38294 -0.56009
H 0.25324 5.80131 -1.22181
H 1.10537 6.42272 0.19610
H -1.44484 7.59809 1.51804
H -0.17317 6.74346 2.40412
H -1.85888 6.19907 2.51930
H -0.21011 3.61248 -1.01179
H -1.67511 1.73465 -2.65345
H -5.00756 -0.75208 -1.70079
H -4.79468 -1.14097 1.54600
H -5.69540 -2.64750 1.30470
H -5.87322 -1.31170 0.15237
H -2.74355 -2.62613 1.76469
H -2.29696 -3.70383 0.44738
H -3.76067 -4.03311 1.39372
H -5.22593 -2.87912 -1.75507
H -4.99267 -4.23066 -0.63235
H -3.67337 -3.72428 -1.70794
H -5.83800 -0.12439 -3.68077
H -6.35426 1.52841 -4.04262
H -6.27468 0.98282 -2.36296
H -3.75001 0.30840 -5.04826
H -2.71275 1.69593 -4.69216
H -4.32322 1.95598 -5.38310
H -4.79963 2.95335 -1.80999
H -4.96699 3.49077 -3.49498
H -3.36016 3.29743 -2.77434
H -0.39420 4.63149 3.13025
H 1.91514 0.86016 3.98654
H 0.32937 0.17068 4.31994
H 1.23415 0.96661 5.61622
H 2.27008 3.37963 4.09447
H 1.64722 3.23018 5.74651
H 0.96347 4.43978 4.65079
H -1.63465 1.69469 4.74893
H -1.43423 3.45441 4.84166
H -0.74398 2.41384 6.10361
C 4.58807 0.60952 2.07266
C 5.01317 -0.19882 3.17126
C 4.18540 -1.23051 3.56745
C 2.99371 -1.50799 2.89604
N 2.62137 -0.75903 1.76761
C 3.42301 0.29873 1.44003
C 2.04428 -2.53556 3.28102
C 2.25895 -3.41501 4.36148
C 1.35790 -4.42766 4.63422
C 0.21934 -4.58020 3.84081
C -0.01059 -3.68063 2.80315
C 0.86160 -2.63054 2.48940
H 5.17014 1.46334 1.74678
H 5.94657 -0.00093 3.68418
H 4.44686 -1.82745 4.43325
H 3.08025 0.90977 0.61434
H 3.13735 -3.31092 4.99166
H 1.53681 -5.10298 5.46489
H -0.48175 -5.38732 4.03820
H -0.91183 -3.81796 2.21311
O 4.01222 -0.55319 -1.73236
S 4.67699 -0.42854 -3.04798
C 3.80303 -1.60428 -4.16763
C 2.39961 -1.99244 -3.68814
C 2.37434 -3.37844 -3.05152
C 0.98806 -3.82809 -2.59567
S 0.45766 -3.39147 -0.87541
O 1.44968 -2.32540 -0.43513
C 1.04859 -4.87056 -0.08687
C 0.22750 -5.98449 -0.08357
C 0.63159 -7.12646 0.59173
C 1.83564 -7.13599 1.27938
C 2.63717 -6.00373 1.28820
C 2.24834 -4.86449 0.60153
C 4.13013 1.11243 -3.78203
C 2.79655 1.39254 -4.04679
C 2.44113 2.64131 -4.52936
C 3.40933 3.61353 -4.74659
C 4.73756 3.33538 -4.46905
C 5.09661 2.08470 -3.98361
H 4.47396 -2.46502 -4.18566
H 3.78843 -1.14855 -5.15754
H 1.71757 -1.95681 -4.54152
H 2.04221 -1.28214 -2.93785
H 3.06333 -3.37030 -2.20155
H 2.72897 -4.11923 -3.77219
H 0.90678 -4.91414 -2.62245
H 0.19723 -3.39053 -3.20893
H -0.72970 -5.95008 -0.59566
H -0.00386 -8.00324 0.59911
H 2.13836 -8.01879 1.82842
H 3.56039 -5.99933 1.85273
H 2.83608 -3.95555 0.63249
H 2.03481 0.64410 -3.86078
H 1.39977 2.86215 -4.72973
H 3.12745 4.58853 -5.12260
H 5.49256 4.09623 -4.62001
H 6.13075 1.85881 -3.74927
```

Computed properties:
Orbital gap (alpha / beta) in eV: 3.23 / 6.40
2S+1: 3
LUMO (alpha / beta) in eV: 1.9923 / 1.9914
⟨S²⟩: 2.03
Net charge: -1
E_HOMO (alpha / beta) in eV: -1.2399 / -4.4131
Energy above the lowest of the compared OMol25 structures with the same formula, charge and spin in kcal/mol: 2.1

Entry 3:
ORCA calculation (ωB97M-V with the def2-TZVPD basis set) on C55H67N3O4Ru as an isolated structure.

Structure (XYZ):
```
130
Properties=species:S:1:pos:R:3
Ru -0.45786 -0.93841 -1.03437
C -3.30761 -0.70044 -3.32730
O -2.06569 -0.23317 -2.81460
C -2.12394 1.04260 -2.25231
C -2.99139 1.29089 -1.18172
C -3.45454 0.17036 -0.26618
C -2.42757 -0.03894 0.91878
C -3.00345 0.38185 2.24528
C -2.41701 0.00713 3.41367
C -1.41601 -1.01004 3.38230
C -1.24190 -1.80593 2.25412
C -0.44795 -3.08851 2.31805
C 0.74463 -3.35858 1.38591
C 1.15311 -4.68194 1.28643
C 2.15641 -5.10470 0.41757
C 2.68680 -4.16065 -0.44898
C 2.31203 -2.81800 -0.41486
C 2.76884 -1.97527 -1.60727
C 2.55475 -0.48188 -1.75944
C 3.50982 0.46366 -1.44099
C 3.39107 1.80767 -1.81860
C 2.21430 2.19821 -2.45712
C 1.21422 1.29485 -2.79044
C -0.03359 1.69485 -3.57728
C -1.25120 2.02099 -2.72267
C -1.49673 3.33126 -2.32166
C -2.52658 3.66633 -1.45064
C -3.21008 2.61838 -0.83710
C -2.86696 5.13394 -1.19469
C -1.59580 5.96004 -0.96059
C -3.59501 5.67822 -2.43323
C -3.78031 5.30467 0.02073
C 1.40937 -0.08065 -2.50893
O 0.59715 -0.98282 -3.00179
C 4.59327 2.73583 -1.64899
C 4.25685 4.19169 -1.97418
C 5.69470 2.28296 -2.62272
C 5.15840 2.66405 -0.22342
C 1.42011 -2.42448 0.58630
O 1.21994 -1.07558 0.76623
C 1.73829 -0.58502 2.00073
C 2.60484 -6.56515 0.43113
C 3.75126 -6.82717 -0.54653
C 1.42895 -7.47483 0.05225
C 3.09111 -6.92696 1.84229
C -1.95840 -1.50775 1.08355
O -2.08946 -2.33149 0.11087
C -2.79791 0.60803 4.76699
C -3.89679 1.66545 4.64674
C -1.55827 1.28138 5.37621
C -3.29799 -0.49025 5.71505
H -4.15298 -0.24781 -2.81118
H -3.36615 -0.46006 -4.39352
H -3.33379 -1.78160 -3.19698
H -4.44236 0.39992 0.14087
H -3.51886 -0.78387 -0.78923
H -3.84072 1.06795 2.22985
H -0.87570 -1.26721 4.28825
H -0.11348 -3.24253 3.34966
H -1.14075 -3.91061 2.10243
H 0.63950 -5.40870 1.90933
H 3.38977 -4.45765 -1.21785
H 3.82211 -2.20649 -1.79194
H 2.20238 -2.39926 -2.44374
H 4.41543 0.12483 -0.94611
H 2.07322 3.23549 -2.74141
H 0.19972 2.57234 -4.18547
H -0.27188 0.86142 -4.23965
H -0.85507 4.10583 -2.72627
H -3.90635 2.81472 -0.03131
H -0.98303 6.02298 -1.86094
H -1.86352 6.98000 -0.67103
H -0.99131 5.51917 -0.16815
H -2.96348 5.59576 -3.31979
H -4.51261 5.11551 -2.61885
H -3.85634 6.73127 -2.29246
H -3.30942 4.90236 0.91908
H -3.97690 6.36736 0.18176
H -4.74106 4.80660 -0.12318
H 3.93776 4.30188 -3.01201
H 3.46380 4.57885 -1.33084
H 5.14455 4.81232 -1.83041
H 5.33453 2.32709 -3.65261
H 6.57570 2.92610 -2.53385
H 5.99845 1.25508 -2.41873
H 4.39093 2.88048 0.52190
H 5.55969 1.67371 -0.00588
H 5.97201 3.38484 -0.10450
H 2.82177 -0.74260 2.02137
H 1.50979 0.47559 2.04071
H 1.26898 -1.08790 2.84690
H 3.44022 -6.66940 -1.58080
H 4.60376 -6.17774 -0.34088
H 4.08356 -7.86325 -0.45042
H 1.08670 -7.25415 -0.96110
H 1.73054 -8.52510 0.09445
H 0.58590 -7.33638 0.73023
H 3.90147 -6.26269 2.14819
H 2.28974 -6.83591 2.57605
H 3.45919 -7.95619 1.86562
H -3.56880 2.51161 4.04008
H -4.80267 1.25040 4.20061
H -4.15176 2.04229 5.64084
H -1.14514 2.01541 4.68236
H -1.82102 1.78716 6.31099
H -0.77737 0.55138 5.59462
H -4.20374 -0.95277 5.31634
H -2.55062 -1.27417 5.84062
H -3.52609 -0.07156 6.70034
N -1.12091 0.56022 0.48970
C -0.58269 1.74241 0.88878
C -1.14389 2.75375 1.72163
C -0.43043 3.88318 2.08811
C 0.85757 4.12358 1.62619
C 1.40764 3.18098 0.76214
C 0.72830 2.03237 0.41958
H -2.14224 2.64844 2.08924
H -0.90722 4.60685 2.74386
H 1.40222 5.01459 1.91205
H 2.39572 3.34704 0.34325
H 1.19895 1.29919 -0.22663
N -1.77195 -5.04815 -2.60019
C -1.56672 -4.43537 -3.82010
C -0.94270 -3.26034 -3.53451
N -0.77087 -3.14556 -2.17401
C -1.28346 -4.22605 -1.64362
H -2.23088 -5.92588 -2.44132
H -1.86312 -4.88721 -4.74982
H -0.59112 -2.48396 -4.19089
H -1.34060 -4.42875 -0.58834
```

Computed properties:
Orbital gap (alpha / beta) in eV: 4.74 / 5.73
2S+1: 6
LUMO (alpha / beta) in eV: 2.2589 / 2.2530
⟨S²⟩: 8.79
Net charge: -1
E_HOMO (alpha / beta) in eV: -2.4838 / -3.4812
Energy above the lowest of the compared OMol25 structures with the same formula, charge and spin in kcal/mol: 49.0